No. 1
7 unconnected molecules or ions with the total composition C36H46FN7O4S in a non-equilibrium geometry, computed with wB97M-V/def2-TZVPD.

Calculated values
- strongest force on any atom (hartree/bohr) = 0.0507
- charge = 0
- LUMO energy (eV) = 0.040
- 2S+1 = 1
- SMILES string = CC(=O)OCCN(Cc1ccccc1C)S(=O)(=O)F.c1cc[nH]c1.c1cc[nH]c1.c1cc[nH]c1.c1cc[nH]c1.c1cc[nH]c1.c1cc[nH]c1
- orbital gap (eV) = 8.377

Last column: Mulliken charge in e.
Atoms and positions in Å:
C  2.720  -4.101  0.324  -0.77
C  3.847  -3.850  -0.656  0.77
O  3.904  -4.503  -1.680  -0.59
O  4.768  -2.888  -0.320  -0.39
C  4.591  -1.712  -1.114  -0.48
C  3.229  -1.075  -0.693  -0.59
N  3.184  0.378  -0.819  0.39
C  1.770  0.873  -0.969  -2.36
C  0.747  0.141  -0.088  2.01
C  0.662  0.490  1.235  0.11
C  -0.207  -0.129  2.096  -1.40
C  -1.006  -1.137  1.619  -0.77
C  -0.941  -1.473  0.292  -0.81
C  -0.082  -0.860  -0.594  1.26
C  -0.090  -1.302  -2.042  -1.98
S  4.000  1.123  0.416  1.20
O  3.729  0.557  1.692  -0.55
O  5.376  1.169  0.089  -0.69
F  3.484  2.593  0.406  -0.19
H  2.938  -4.945  0.982  0.43
H  2.528  -3.224  0.946  0.12
H  1.792  -4.324  -0.201  0.30
H  5.422  -1.015  -1.054  0.46
H  4.506  -2.013  -2.164  0.14
H  2.473  -1.528  -1.334  -0.20
H  3.033  -1.401  0.330  0.48
H  1.554  0.716  -2.024  0.17
H  1.710  1.948  -0.806  0.68
H  1.313  1.280  1.595  0.35
H  -0.217  0.227  3.121  0.55
H  -1.687  -1.656  2.284  0.59
H  -1.597  -2.252  -0.084  0.58
H  -1.051  -1.737  -2.310  0.49
H  0.180  -0.472  -2.694  0.38
H  0.670  -2.077  -2.204  0.29
C  -5.055  3.009  1.926  -0.76
C  -4.608  3.355  3.231  -0.63
C  -3.470  2.633  3.473  -0.64
N  -3.212  1.867  2.370  0.19
C  -4.169  2.094  1.421  -0.54
H  -5.923  3.391  1.417  0.43
H  -5.067  4.054  3.910  0.45
H  -2.820  2.599  4.332  0.48
H  -2.437  1.235  2.272  0.26
H  -4.138  1.584  0.472  0.72
C  -7.671  0.035  -1.781  -0.41
C  -6.714  -0.911  -1.324  -0.46
C  -5.490  -0.507  -1.786  -0.52
N  -5.670  0.644  -2.508  0.02
C  -6.996  0.981  -2.505  -0.53
H  -8.732  0.021  -1.599  0.41
H  -6.903  -1.785  -0.724  0.40
H  -4.509  -0.936  -1.665  0.46
H  -4.943  1.160  -2.968  0.24
H  -7.344  1.862  -3.018  0.39
C  0.868  6.175  2.707  -0.57
C  1.573  5.188  3.448  -0.69
C  0.773  4.078  3.509  -0.41
N  -0.387  4.357  2.837  0.21
C  -0.335  5.630  2.342  -0.46
H  1.207  7.169  2.468  0.43
H  2.553  5.284  3.885  0.42
H  0.929  3.118  3.972  0.42
H  -1.159  3.723  2.725  0.22
H  -1.155  6.036  1.775  0.43
C  -1.245  5.032  -2.183  -0.77
C  -2.602  4.615  -2.140  -0.76
C  -2.635  3.395  -1.518  -0.32
N  -1.350  3.057  -1.188  0.29
C  -0.498  4.053  -1.586  -0.29
H  -0.863  5.948  -2.603  0.42
H  -3.456  5.150  -2.521  0.45
H  -3.457  2.742  -1.283  0.36
H  -1.075  2.209  -0.723  0.20
H  0.562  3.980  -1.410  0.44
C  4.434  -3.356  -6.737  -0.40
C  4.342  -4.137  -5.552  -0.77
C  3.822  -3.336  -4.572  -0.14
N  3.600  -2.098  -5.120  0.14
C  3.967  -2.105  -6.440  -0.55
H  4.802  -3.678  -7.697  0.39
H  4.625  -5.170  -5.434  0.41
H  3.594  -3.541  -3.537  0.40
H  3.226  -1.307  -4.631  0.18
H  3.865  -1.223  -7.048  0.38
C  -0.173  -4.954  4.811  -0.51
C  0.805  -5.878  5.273  -0.43
C  2.021  -5.459  4.798  -0.51
N  1.810  -4.323  4.067  0.05
C  0.483  -4.006  4.072  -0.24
H  -1.233  -4.984  5.000  0.40
H  0.635  -6.749  5.884  0.40
H  3.009  -5.870  4.914  0.39
H  2.520  -3.794  3.595  0.20
H  0.121  -3.135  3.551  0.26

No. 2
A molecular structure, C4H6Se in a non-equilibrium geometry, computed with wB97M-V/def2-TZVPD.

Calculated values
- strongest force on any atom (hartree/bohr) = 0.1017
- charge = 0
- LUMO energy (eV) = 0.661
- 2S+1 = 1
- ΔE to the lowest compared entry with this formula, charge and spin (eV) = 2.9467
- orbital gap (eV) = 9.828

Last column: Mulliken charge in e.
Atoms and positions in Å:
C  0.104  -1.320  2.744  0.03
C  0.058  -0.907  1.619  -0.60
C  -0.184  -0.556  -0.261  -0.32
C  0.232  0.802  -0.552  -0.83
Se  0.290  1.144  -2.549  -0.13
H  0.312  -1.612  3.766  0.39
H  0.463  -1.247  -0.928  0.29
H  -1.224  -0.825  -0.559  0.30
H  1.253  0.972  -0.413  0.34
H  -0.391  1.587  -0.221  0.42
H  -0.914  1.962  -2.646  0.10